No. 1
Molecular formula: C22H49N2O2P3Ti
Method: DFT, wB97M-V/def2-TZVPD

Properties
charge = +3
orbital gap (alpha / beta) = 7.172 / 7.223 eV
HOMO level (alpha / beta) = -16.2 / -16.2 eV
E_LUMO (alpha / beta) = -0.331 / -0.330 Ha
2S+1 = 2

```
79
Properties=species:S:1:pos:R:3:forces:R:3:mulliken_spin:R:1
Ti -0.665991 0.338994 0.379423 1.41 0.63 -2.27 1.042
P -2.086820 -1.662298 0.417964 -2.23 -1.98 -0.05 0.013
P 0.842016 -0.969997 1.846386 1.83 0.01 1.29 0.012
P 2.027644 -2.614628 -2.662410 0.14 0.40 0.18 0.000
H -1.346365 4.113168 -2.339996 -0.12 -1.12 -0.07 0.000
C -1.473524 3.130115 -2.845210 -0.55 -0.60 -1.17 -0.001
C -2.424520 2.200675 -2.597823 0.41 1.24 0.40 0.012
H -3.097104 2.360346 -1.745575 0.04 -0.26 -0.37 -0.007
C -3.833092 -1.414244 0.976769 -0.07 0.62 -0.07 -0.003
C -1.850454 -3.232590 1.353679 0.71 -0.03 0.21 0.017
C -2.356602 -2.372141 -1.252012 0.33 0.38 -0.23 0.000
C 2.511521 -0.246699 1.605918 0.47 0.02 -0.34 0.022
C 0.627294 -0.658603 3.645352 -0.45 0.31 0.00 0.006
C 1.389099 -2.723753 1.819909 -0.39 -0.45 -0.26 0.016
C 2.019999 -2.789072 -4.449518 -0.10 0.00 -0.21 0.000
C 2.019144 -4.263304 -1.904802 -0.25 0.22 0.02 0.000
C 3.543988 -1.789032 -2.121527 -0.09 0.13 0.09 0.000
H -0.906842 2.980472 -3.792249 -0.15 0.36 0.89 0.000
H -2.646595 1.389678 -3.309998 0.29 0.39 0.57 0.000
H -4.173036 -0.387383 0.787670 -0.06 -0.30 0.07 0.000
H -3.920059 -1.639173 2.051054 0.08 0.18 -0.36 0.000
H -4.476269 -2.114317 0.417434 0.27 0.28 0.26 0.000
H -1.496546 -3.036955 2.372628 -0.08 -0.06 -0.14 -0.002
H -1.136303 -3.906149 0.859243 -0.19 0.23 0.16 0.000
H -2.816544 -3.746217 1.437300 0.21 0.19 -0.18 0.001
H -2.542024 -1.591711 -1.991227 -0.04 -0.01 0.03 0.004
H -3.221844 -3.032319 -1.219989 0.04 -0.07 0.05 -0.001
H -1.481498 -2.946083 -1.568630 -0.05 0.06 0.03 0.003
H 3.250511 -1.062906 1.648981 -0.18 0.58 0.02 0.004
H 2.765469 0.481985 2.381092 -0.08 -0.04 -0.24 0.002
H 2.575801 0.209783 0.620446 0.18 0.16 -0.05 -0.006
H 0.854219 -1.580429 4.180164 -0.01 0.15 0.16 -0.001
H -0.392603 -0.334533 3.889428 0.24 -0.20 0.04 -0.003
H 1.322161 0.135150 3.953286 -0.25 -0.31 -0.02 0.001
H 2.482175 -2.723684 1.942758 -0.55 -0.16 0.09 0.000
H 1.150830 -3.180919 0.852062 0.04 -0.09 0.32 -0.003
H 0.933075 -3.297024 2.641658 0.07 0.10 -0.48 0.001
H 2.426575 -3.793683 -4.652601 -0.11 0.38 -0.08 0.000
H 2.674382 -2.028129 -4.914095 -0.51 -0.29 0.18 0.000
H 0.985875 -2.727941 -4.831448 0.54 0.02 0.04 0.000
H 1.787283 -5.033887 -2.656623 -0.06 0.26 0.41 0.000
H 1.287683 -4.256369 -1.084978 0.23 -0.34 -0.28 -0.001
H 3.021505 -4.438338 -1.498442 -0.21 -0.10 -0.07 0.000
H 4.360059 -2.054845 -2.811446 -0.23 0.04 0.27 0.000
H 3.788390 -2.140577 -1.108730 0.01 0.17 -0.30 0.000
H 3.405879 -0.697801 -2.121322 0.06 -0.36 -0.08 0.000
C 0.687122 0.556349 -2.500384 0.59 0.72 -0.60 -0.048
C 1.794615 1.400015 -2.679702 -0.31 -0.57 0.53 -0.009
C 2.266320 1.619934 -3.959244 0.89 0.60 -0.14 0.002
C 1.599386 1.116997 -5.072303 -0.10 0.30 -0.18 -0.004
C 0.382915 0.443367 -4.877523 0.56 0.37 -0.33 0.003
C -0.049880 0.095346 -3.612423 0.81 0.68 1.02 -0.002
O 0.357851 0.247987 -1.221639 -1.88 -0.30 2.06 -0.021
H 0.921688 -1.806882 -2.189904 0.78 -0.89 -0.37 0.004
H 2.288702 1.856152 -1.803036 -0.29 -0.39 -0.54 0.001
H 3.178130 2.242129 -4.041071 -0.66 -0.47 -0.30 0.000
H 1.996098 1.334927 -6.078072 -0.45 -0.16 0.60 0.000
H -0.262329 0.274126 -5.720927 0.00 -0.42 -0.28 0.000
H -0.977686 -0.412384 -3.446256 -0.35 -0.29 -0.02 -0.008
C -2.964103 1.432836 3.698329 -0.35 0.14 -0.44 0.001
N -2.031944 2.553638 3.523622 0.85 -0.28 -1.19 -0.003
C -2.436678 3.766479 4.237393 0.07 0.49 0.56 0.000
C -1.077784 2.534561 2.555360 -0.44 0.67 1.28 -0.003
O -1.188030 1.720764 1.545622 -0.07 -0.48 0.27 -0.044
N 0.004259 3.316451 2.626314 0.04 -1.05 -0.80 -0.005
C 0.419623 3.964982 3.860620 0.43 0.54 0.38 0.000
C 1.047481 3.203889 1.564076 -0.36 0.25 0.20 0.001
H -3.399563 1.563016 4.702106 0.22 -0.40 -0.45 0.000
H -2.439215 0.472483 3.617137 -0.21 0.25 0.12 0.000
H -3.784107 1.475530 2.949423 0.42 -0.06 0.43 -0.001
H -1.947522 3.839971 5.222306 -0.32 -0.07 -0.31 0.000
H -2.207450 4.687733 3.682004 -0.27 -0.48 0.02 0.000
H -3.519663 3.659060 4.382899 0.36 0.44 -0.05 0.000
H 1.498269 4.121974 3.745043 -0.38 0.12 0.42 0.000
H -0.070461 4.944510 3.956792 0.31 -0.37 0.23 0.000
H 0.253584 3.336079 4.750724 -0.09 0.25 -0.44 0.000
H 1.395414 2.151910 1.449558 -0.27 0.70 0.01 0.008
H 0.664644 3.619412 0.616494 0.26 -0.32 0.32 -0.001
H 1.892396 3.814015 1.916723 -0.33 -0.31 -0.47 0.001
```
Forces are in eV/Å.

=====

No. 2
Molecular formula: C5H9OPS
Method: DFT, wB97M-V/def2-TZVPD

Properties
charge = 0
orbital gap = 9.455 eV
HOMO level = -8.8 eV
E_LUMO = 0.023 Ha

```
17
Properties=species:S:1:pos:R:3:forces:R:3:nbo_charge:R:1
C 2.809560 1.313105 0.189221 0.46 -1.13 -1.62 -0.351
C 1.922859 2.191858 -0.293084 -0.25 0.36 -0.73 0.143
C 2.302112 0.213269 1.025790 -1.91 -0.23 2.31 -0.591
C -2.767130 -1.810613 -0.035493 0.41 -2.53 -2.08 -0.633
C -2.119777 -0.626502 -0.779581 -0.53 -0.22 -0.26 -0.520
O 0.566169 2.155948 0.064188 1.07 -0.19 0.35 -0.793
P 0.074895 0.795681 0.886662 2.79 -1.06 -0.04 0.878
S -0.283944 -0.547596 -0.696359 -0.21 -0.19 0.40 -0.112
H 3.791563 1.040039 -0.316741 -1.14 1.36 0.70 0.240
H 2.061914 2.959175 -1.070693 0.29 -0.45 0.63 0.205
H 2.601116 -0.836253 0.774389 -0.72 0.93 -0.50 0.228
H 2.618289 0.258369 2.123374 -0.67 0.38 -1.25 0.218
H -2.776409 -1.787955 0.996835 0.59 0.68 2.34 0.211
H -3.829076 -2.125274 -0.215451 0.71 0.99 -0.74 0.220
H -2.189039 -2.782340 -0.282911 -0.69 1.55 0.25 0.210
H -2.524721 0.361015 -0.510611 0.04 -0.43 -0.05 0.222
H -2.258382 -0.771928 -1.859536 -0.25 0.19 0.28 0.224
```
Forces are in eV/Å.

=====

No. 3
Molecular formula: C4H7N3O2
Method: DFT, wB97M-V/def2-TZVPD

Properties
charge = 0
orbital gap = 9.553 eV
HOMO level = -8.9 eV
E_LUMO = 0.023 Ha
structure (SMILES) = NN1CC=N[C@@H]1C(=O)O

```
16
Properties=species:S:1:pos:R:3:forces:R:3:nbo_charge:R:1
N -0.509772 1.937956 -0.136485 0.91 1.12 -0.38 -0.722
N 0.143622 0.706957 -0.234872 0.98 0.68 0.92 -0.296
C 0.806349 0.313197 1.072733 0.21 -0.62 -2.43 -0.323
C -0.109741 -0.748878 1.606952 2.82 1.42 0.72 0.089
N -0.915453 -1.163867 0.763728 -1.02 -1.15 -0.15 -0.366
C -0.750620 -0.368781 -0.439139 -1.10 -2.77 -2.30 -0.056
C -0.170722 -1.324035 -1.624791 -0.85 2.16 2.23 0.801
O -0.811472 -1.841830 -2.465060 -0.90 -0.75 -0.73 -0.549
O 1.135228 -1.369131 -1.598631 1.11 -2.15 -1.94 -0.670
H -0.078367 2.838486 -0.393104 -0.22 -1.54 -0.04 0.392
H -1.440602 1.928959 0.170885 -1.10 0.13 0.51 0.358
H 0.865635 1.226545 1.539206 0.28 1.82 1.89 0.227
H 1.850040 -0.044143 0.889348 -0.68 -0.01 0.28 0.193
H 0.198348 -1.067692 2.588568 -1.01 -0.86 0.43 0.197
H -1.779311 -0.207432 -0.746953 0.08 1.04 -0.40 0.233
H 1.566839 -0.816310 -0.992386 0.47 1.47 1.38 0.493
```
Forces are in eV/Å.

=====

no.,maximum force (eV/A)
1,2.98
2,3.30
3,3.76